DFT (ωB97M-V/def2-TZVPD) results for a molecular structure, C4H7Ca2NO7 in a non-equilibrium geometry.

Properties
2S+1 = 2
LUMO (alpha / beta) = -4.886 / -4.812 eV
<S²> = 0.750
Kohn-Sham gap (alpha / beta) = 3.763 / 7.813 eV
Total charge = +1
E_HOMO (alpha / beta) = -8.6 / -12.6 eV

Atoms and positions in Å:
Ca 0.201 -1.309 -4.629
Ca -2.726 0.809 -3.589
O -1.941 -1.153 -4.135
H -2.461 -1.940 -4.388
N 0.118 1.172 -2.084
O 1.095 1.600 -1.565
O -1.017 1.781 -2.177
O 0.245 0.129 -2.761
C 1.913 0.904 2.101
C 0.554 0.281 2.355
C -0.341 0.013 1.074
O -1.095 -1.212 1.425
C -0.467 -1.774 2.454
O -0.902 -2.826 2.895
O 0.701 -1.120 2.679
H 2.644 0.502 2.803
H 1.942 1.984 2.246
H 2.300 0.693 1.104
H -0.118 0.744 3.077
H 0.376 -0.114 0.263
H -1.020 0.838 0.854

---

DFT (ωB97M-V/def2-TZVPD) results for 4 unconnected molecules or ions with the total composition C27H68N10O3P3 in a non-equilibrium geometry.

Properties
LUMO = -3.586 eV
Kohn-Sham gap = 5.957 eV
Total charge = +1
E_HOMO = -9.5 eV

Atoms and positions in Å:
C 6.296 -1.258 3.891
C 6.822 0.031 3.262
C 6.288 0.227 1.832
C 7.063 1.291 1.020
C 4.803 0.490 1.850
C 4.175 1.326 2.778
C 2.821 1.501 2.764
N 2.090 0.851 1.847
C 2.644 0.040 0.934
C 3.994 -0.157 0.908
H 5.220 -1.387 3.749
H 6.780 -2.107 3.408
H 6.484 -1.259 4.963
H 6.582 0.903 3.876
H 7.910 -0.003 3.208
H 6.413 -0.736 1.331
H 7.315 0.873 0.046
H 6.491 2.198 0.827
H 7.990 1.527 1.536
H 4.742 1.836 3.543
H 2.329 2.126 3.494
H 1.079 0.962 1.866
H 1.988 -0.470 0.243
H 4.414 -0.845 0.182
O 5.288 -3.337 -0.955
P 4.687 -4.590 -1.569
N 4.296 -5.287 -0.019
C 4.986 -6.300 0.743
C 3.269 -4.598 0.731
N 6.088 -5.182 -2.345
C 6.735 -6.438 -2.025
C 7.088 -4.189 -2.729
N 3.693 -5.737 -2.314
C 2.947 -6.818 -1.689
C 3.776 -5.880 -3.771
H 4.281 -7.073 1.082
H 5.480 -5.885 1.630
H 5.736 -6.832 0.169
H 2.278 -4.708 0.262
H 3.480 -3.523 0.810
H 3.193 -4.988 1.745
H 7.327 -6.369 -1.105
H 7.410 -6.722 -2.836
H 6.015 -7.254 -1.935
H 7.719 -3.892 -1.883
H 6.619 -3.295 -3.130
H 7.729 -4.599 -3.513
H 3.608 -7.648 -1.425
H 2.191 -7.194 -2.380
H 2.403 -6.501 -0.805
H 4.457 -6.689 -4.045
H 4.130 -4.964 -4.237
H 2.794 -6.095 -4.198
O -1.992 0.494 1.024
P -2.058 -0.290 -0.263
N -2.126 1.058 -1.335
C -3.248 1.614 -2.059
C -0.954 1.909 -1.339
N -3.520 -1.132 0.007
C -4.686 -1.056 -0.851
C -3.940 -1.279 1.400
N -1.613 -1.325 -1.521
C -1.493 -1.000 -2.934
C -1.617 -2.767 -1.265
H -2.983 1.771 -3.113
H -3.564 2.578 -1.647
H -4.123 0.974 -2.088
H -0.085 1.402 -1.791
H -0.672 2.213 -0.323
H -1.131 2.819 -1.909
H -5.245 -0.125 -0.698
H -5.358 -1.888 -0.633
H -4.421 -1.153 -1.905
H -4.426 -0.373 1.782
H -3.094 -1.502 2.044
H -4.642 -2.110 1.485
H -2.476 -0.934 -3.406
H -0.924 -1.777 -3.446
H -0.952 -0.075 -3.108
H -2.560 -3.218 -1.586
H -1.482 -2.979 -0.207
H -0.800 -3.260 -1.797
O -5.685 5.452 -1.534
P -5.971 5.905 -0.141
N -5.270 4.650 0.788
C -5.898 3.582 1.527
C -3.838 4.490 0.621
N -7.689 5.945 -0.218
C -8.564 5.272 0.718
C -8.285 5.940 -1.551
N -5.931 7.043 1.090
C -5.492 6.830 2.457
C -6.655 8.298 0.900
H -5.481 3.519 2.542
H -5.755 2.607 1.044
H -6.964 3.727 1.666
H -3.280 5.333 1.055
H -3.578 4.429 -0.440
H -3.473 3.579 1.098
H -8.627 4.194 0.523
H -9.574 5.682 0.641
H -8.253 5.438 1.752
H -8.323 4.933 -1.986
H -7.729 6.577 -2.232
H -9.304 6.330 -1.496
H -6.252 6.304 3.043
H -5.302 7.790 2.940
H -4.555 6.281 2.516
H -7.652 8.248 1.345
H -6.766 8.531 -0.157
H -6.113 9.130 1.353

---

DFT (ωB97M-V/def2-TZVPD) results for a molecular structure, C3H2ClNO in a non-equilibrium geometry.

Properties
LUMO (alpha / beta) = -0.446 / -0.406 eV
Kohn-Sham gap (alpha / beta) = 7.948 / 7.820 eV
Total charge = 0
E_HOMO (alpha / beta) = -8.4 / -8.2 eV

Atoms and positions in Å:
C -0.509 -0.976 -0.349
C -0.844 0.293 -0.504
C 0.792 -0.327 0.449
N 0.302 0.869 0.193
O 0.698 2.054 0.240
Cl 1.973 -0.792 1.562
H -0.706 -1.997 -0.642
H -1.707 0.876 -0.950

---

DFT (ωB97M-V/def2-TZVPD) results for a single C5H8N2O3 molecule in a non-equilibrium geometry.

Properties
LUMO = 0.324 eV
Kohn-Sham gap = 10.511 eV
Total charge = 0
E_HOMO = -10.2 eV

Atoms and positions in Å:
H -1.157 -1.074 0.926
N -0.551 -1.385 1.680
C 0.628 -0.839 1.662
O 1.209 -1.126 2.808
C 0.955 0.545 1.176
C -0.132 1.584 1.017
N 0.497 0.969 -0.109
C 0.043 0.306 -1.202
O 0.547 -0.724 -1.623
C -1.121 0.952 -1.927
O -1.368 0.303 -3.137
H 0.235 -1.661 3.195
H 1.949 0.881 1.477
H 0.119 2.629 1.204
H -1.153 1.281 1.262
H -0.898 2.018 -2.089
H -2.000 0.904 -1.258
H -0.781 -0.467 -3.169